{
  "formula": "C21H46HoNO2P3",
  "method": "the ωB97M-V functional and the def2-TZVPD basis",
  "largest_force_ev_per_a": 3.36,
  "total_charge": 3,
  "energy_ha": -3004.24155,
  "spin_multiplicity": 5,
  "e_homo_ev": [-15.58, -15.58],
  "homo_lumo_gap_ev": [5.87, 5.98],
  "species": ["Ho", "P", "P", "P", "H", "C", "C", "H", "C", "C", "C", "C", "C", "C", "C", "C", "C", "H", "H", "H", "H", "H", "H", "H", "H", "H", "H", "H", "H", "H", "H", "H", "H", "H", "H", "H", "H", "H", "H", "H", "H", "H", "H", "H", "H", "H", "C", "C", "C", "C", "C", "C", "O", "H", "H", "H", "H", "H", "H", "C", "N", "C", "C", "C", "O", "H", "H", "H", "H", "H", "H", "H", "H", "H"],
  "xyz": [[0.0931, 0.2499, 0.3120], [0.7064, -2.2620, -0.6118], [2.8568, 0.0007, 1.2348], [-2.6833, 0.5196, -0.2334], [1.9196, 2.5695, -0.4902], [0.8545, 2.7589, -0.3245], [0.2955, 2.9544, 0.9197], [0.8790, 2.8584, 1.8449], [1.6025, -2.0388, -2.2262], [1.6590, -3.6738, 0.0837], [-0.7212, -3.2558, -1.2011], [3.3424, 1.5011, 2.1709], [3.2514, -1.3316, 2.4337], [4.2437, -0.1531, 0.0428], [-3.4799, 2.0708, 0.3317], [-3.9462, -0.6043, 0.4535], [-3.1990, 0.5178, -1.9940], [0.2739, 2.9023, -1.2446], [-0.7349, 3.2942, 1.0487], [1.1753, -2.7332, -2.9667], [2.6697, -2.2475, -2.0873], [1.5311, -1.0076, -2.6236], [1.4819, -4.5621, -0.5522], [1.3350, -3.9270, 1.1060], [2.7401, -3.4809, 0.1382], [-0.3161, -4.1847, -1.6428], [-1.2987, -2.6897, -1.9441], [-1.4030, -3.5152, -0.3776], [4.4362, 1.6132, 2.1987], [2.9624, 1.4440, 3.2006], [2.9029, 2.3831, 1.6851], [4.3301, -1.3646, 2.6489], [2.9477, -2.3066, 2.0322], [2.7077, -1.1475, 3.3685], [5.2127, -0.0231, 0.5472], [4.1399, 0.6258, -0.7250], [4.2029, -1.1370, -0.4435], [-4.3058, 2.3263, -0.3518], [-2.7581, 2.8976, 0.3566], [-3.8884, 1.9237, 1.3448], [-4.8951, -0.4194, -0.0656], [-4.0757, -0.4059, 1.5250], [-3.6518, -1.6477, 0.3102], [-4.2492, 0.8335, -2.1101], [-3.0751, -0.4890, -2.4136], [-2.5228, 1.1842, -2.5463], [-0.2981, 1.2912, -4.2203], [0.5229, 0.6795, -5.1822], [0.3787, 1.0342, -6.5451], [-0.5178, 2.0463, -6.9198], [-1.3480, 2.6349, -5.9627], [-1.2112, 2.2751, -4.6059], [-0.2957, 1.0082, -2.8422], [0.5074, 0.4325, -2.5625], [1.2552, -0.0556, -4.8568], [0.9377, 0.5047, -7.3315], [-0.5826, 2.3538, -7.9726], [-2.1169, 3.3556, -6.2566], [-1.8010, 2.7771, -3.8525], [-0.9809, -0.5722, 5.8436], [-0.8836, -0.0342, 4.4868], [-1.2831, 1.3622, 4.3144], [-0.4481, -0.7768, 3.4784], [-0.0171, -2.1993, 3.7101], [-0.4089, -0.2599, 2.2889], [-1.4446, 0.2124, 6.4430], [0.0122, -0.8020, 6.2632], [-1.6187, -1.4694, 5.8652], [-0.4346, 1.9909, 4.0216], [-2.1104, 1.4552, 3.6022], [-1.6336, 1.6910, 5.2980], [0.2957, -2.6998, 2.7776], [0.8178, -2.2541, 4.4324], [-0.8416, -2.8018, 4.1228]],
  "forces_ev_per_a": [[-0.30, -0.01, 0.86], [0.39, -2.02, -1.38], [1.19, -0.03, 0.36], [-2.08, 0.26, -0.68], [-0.16, -0.08, 0.32], [-0.91, 0.82, 1.34], [1.03, -0.01, -1.47], [-0.12, 0.08, -0.41], [0.01, 0.41, 0.05], [0.36, -0.12, 0.68], [-0.54, 0.23, 0.11], [-0.22, 0.23, -0.01], [-0.24, -0.15, -0.01], [-0.32, 0.08, -0.29], [0.38, 0.53, 0.33], [0.32, -0.54, 0.34], [0.60, 0.00, -0.32], [0.05, 0.02, 0.34], [0.21, -0.19, -0.20], [0.24, 0.29, 0.21], [-0.23, 0.00, -0.08], [0.08, -0.61, 0.05], [0.15, 0.54, 0.24], [-0.02, 0.06, -0.38], [-0.33, 0.02, -0.15], [-0.33, 0.50, 0.09], [0.13, -0.23, 0.06], [0.25, 0.00, -0.20], [-0.35, -0.06, 0.02], [0.09, 0.05, -0.26], [0.38, -0.10, 0.21], [-0.33, 0.13, -0.09], [0.11, 0.23, 0.19], [0.16, -0.09, -0.17], [-0.35, -0.11, -0.10], [0.16, -0.22, 0.09], [0.12, 0.26, 0.08], [0.34, -0.09, 0.30], [-0.42, -0.01, -0.06], [0.20, 0.14, -0.37], [0.24, -0.02, 0.14], [0.01, -0.17, -0.24], [-0.22, 0.05, 0.05], [0.44, -0.14, 0.21], [-0.05, 0.20, 0.03], [-0.51, -0.23, 0.07], [0.02, 0.69, -1.54], [-0.55, 0.23, 0.13], [-0.09, 0.13, 0.48], [-0.09, -0.32, -0.03], [0.35, -0.32, 0.53], [0.13, -0.14, -0.61], [2.31, -1.68, 1.77], [-1.76, 1.44, -1.73], [-0.07, -0.06, -0.25], [-0.09, 0.37, 0.63], [-0.05, -0.26, 0.56], [0.45, -0.16, 0.16], [-0.14, 0.02, 0.02], [-0.01, -0.37, 0.57], [0.59, -0.83, -1.13], [-0.22, 0.29, 0.15], [-0.44, 0.61, 0.67], [0.06, -0.38, -0.10], [0.18, -0.05, 0.18], [0.12, -0.44, 0.12], [-0.38, 0.06, -0.19], [0.27, 0.33, 0.03], [-0.16, -0.18, -0.03], [0.24, -0.03, 0.05], [0.07, 0.19, -0.49], [-0.13, 0.53, 0.35], [-0.41, 0.09, -0.24], [0.19, 0.30, 0.00]]
}



{
  "formula": "C21H46NiO10P2",
  "method": "the ωB97M-V functional and the def2-TZVPD basis",
  "largest_force_ev_per_a": 0.64,
  "total_charge": 2,
  "energy_ha": -3770.91145,
  "spin_multiplicity": 3,
  "e_homo_ev": [-16.12, -16.11],
  "homo_lumo_gap_ev": [12.07, 10.60],
  "species": ["Ni", "C", "C", "O", "C", "C", "O", "C", "C", "O", "C", "C", "O", "H", "H", "H", "H", "H", "H", "H", "H", "H", "H", "H", "H", "H", "H", "H", "H", "C", "C", "C", "O", "P", "O", "C", "P", "O", "O", "C", "C", "C", "O", "C", "C", "C", "O", "C", "C", "C", "H", "H", "H", "H", "H", "H", "H", "H", "H", "H", "H", "H", "H", "H", "H", "H", "H", "H", "H", "H", "H", "H", "H", "H", "H", "H", "H", "H", "H", "H"],
  "xyz": [[0.0788, 1.0365, 0.9223], [-1.3369, 3.7822, 0.5649], [-0.6473, 3.4562, -0.7503], [0.4921, 2.6214, -0.5604], [1.7526, 3.2370, -0.2938], [1.9595, 3.4927, 1.1888], [1.6073, 2.2921, 1.8700], [1.5710, 2.4117, 3.2909], [0.8685, 1.1740, 3.8319], [-0.2771, 0.8126, 3.0530], [-1.5349, 1.4106, 3.3801], [-1.7118, 2.7558, 2.7018], [-1.3965, 2.5704, 1.3214], [-2.3463, 4.1501, 0.3693], [-0.7946, 4.5406, 1.1358], [-0.3760, 4.3734, -1.2752], [-1.3245, 2.8745, -1.3764], [1.8536, 4.1676, -0.8541], [2.4967, 2.5195, -0.6386], [1.3353, 4.3167, 1.5488], [3.0066, 3.7465, 1.3695], [1.0546, 3.3335, 3.5736], [2.5875, 2.4508, 3.6879], [0.5838, 1.3205, 4.8741], [1.5397, 0.3191, 3.7590], [-1.6395, 1.5175, 4.4606], [-2.2847, 0.7110, 3.0111], [-1.0491, 3.5109, 3.1350], [-2.7422, 3.1011, 2.8107], [-3.3788, 0.5254, -1.5500], [-3.5628, -0.9764, -1.3942], [-4.3975, -1.3450, -0.1805], [-2.2603, -1.6632, -1.3942], [-1.2574, -1.7781, -0.1994], [-1.1430, -0.5572, 0.6630], [0.2695, -2.2179, -1.0840], [1.2654, -0.7257, -1.3145], [1.4743, -0.0459, 0.0052], [2.5968, -1.0441, -2.0689], [3.7179, -1.9256, -1.6914], [3.9742, -1.9619, -0.1956], [3.4918, -3.3082, -2.2727], [0.4352, 0.2063, -2.2572], [0.3426, 0.2340, -3.7300], [0.1650, -1.1461, -4.3367], [1.5285, 0.9942, -4.2954], [-1.7175, -3.0382, 0.6046], [-1.3270, -3.4412, 1.9551], [-2.0915, -2.6230, 2.9816], [0.1765, -3.3551, 2.1636], [-4.3562, 0.9897, -1.6774], [-2.7690, 0.7493, -2.4272], [-2.9005, 0.9416, -0.6648], [-4.0317, -1.3693, -2.2944], [-3.9135, -0.9898, 0.7312], [-4.5371, -2.4232, -0.1168], [-5.3760, -0.8746, -0.2643], [-0.0103, -2.6384, -2.0484], [0.8225, -2.9661, -0.5191], [4.5630, -1.4593, -2.1958], [3.1263, -2.4060, 0.3305], [4.1408, -0.9606, 0.1975], [4.8568, -2.5680, 0.0011], [2.6854, -3.8307, -1.7550], [4.4023, -3.8947, -2.1570], [3.2580, -3.2541, -3.3358], [-0.5683, 0.8088, -3.8967], [1.0229, -1.7821, -4.1181], [0.0903, -1.0508, -5.4187], [-0.7524, -1.6166, -3.9800], [2.4471, 0.4252, -4.1644], [1.6334, 1.9545, -3.7891], [1.3727, 1.1722, -5.3582], [-1.6469, -4.4805, 2.0002], [-1.7574, -1.5847, 2.9525], [-1.9141, -3.0286, 3.9767], [-3.1621, -2.6664, 2.7815], [0.5148, -2.3210, 2.0414], [0.7125, -4.0094, 1.4745], [0.4188, -3.6803, 3.1738]],
  "forces_ev_per_a": [[0.16, 0.41, 0.19], [0.14, 0.03, -0.12], [-0.21, -0.01, 0.07], [-0.20, -0.23, 0.12], [0.20, -0.06, 0.17], [-0.06, 0.10, -0.23], [-0.20, -0.17, -0.10], [-0.14, -0.09, 0.12], [0.20, 0.03, -0.07], [0.14, -0.08, -0.29], [-0.17, 0.11, -0.08], [0.01, -0.11, 0.16], [0.09, -0.27, -0.01], [-0.01, 0.02, 0.04], [-0.01, -0.02, 0.02], [0.01, 0.00, -0.02], [0.04, 0.02, -0.05], [-0.01, -0.02, -0.05], [-0.02, 0.03, -0.06], [0.02, -0.02, 0.05], [0.00, -0.01, 0.05], [0.01, 0.01, -0.06], [0.01, 0.05, 0.02], [0.03, -0.03, 0.02], [-0.04, -0.03, 0.05], [0.01, -0.05, 0.01], [0.00, 0.00, 0.04], [-0.01, 0.03, -0.08], [-0.02, -0.02, 0.01], [0.22, -0.29, -0.03], [-0.39, 0.14, -0.01], [0.27, -0.09, -0.14], [0.19, 0.21, 0.22], [-0.36, -0.48, -0.22], [-0.06, 0.39, -0.11], [0.00, 0.48, 0.19], [0.27, -0.13, -0.42], [0.16, 0.04, 0.18], [-0.46, 0.01, 0.25], [0.37, -0.40, 0.04], [-0.27, 0.28, -0.17], [-0.11, 0.19, -0.06], [0.14, -0.22, 0.06], [0.04, 0.06, -0.42], [-0.03, 0.09, 0.27], [-0.08, -0.08, 0.27], [0.05, 0.18, -0.25], [0.12, 0.03, 0.52], [-0.04, -0.03, -0.25], [-0.15, 0.00, -0.24], [0.01, 0.00, -0.01], [-0.02, 0.01, 0.01], [0.01, 0.07, 0.10], [0.03, -0.06, 0.01], [-0.07, 0.02, 0.06], [0.00, 0.01, 0.03], [0.00, 0.01, 0.01], [0.01, -0.05, -0.01], [0.03, 0.05, 0.09], [-0.06, 0.06, 0.00], [0.03, -0.05, 0.08], [0.01, -0.01, 0.05], [0.00, -0.02, -0.04], [0.00, -0.03, -0.01], [0.00, -0.02, 0.01], [0.01, -0.01, 0.01], [0.00, 0.03, 0.09], [0.03, -0.05, -0.04], [0.00, 0.03, -0.01], [0.03, -0.04, 0.00], [0.04, 0.00, -0.04], [0.01, 0.01, -0.06], [-0.01, 0.01, -0.01], [-0.01, 0.01, -0.06], [-0.01, -0.03, 0.06], [0.02, -0.01, 0.01], [0.01, 0.02, 0.02], [0.08, -0.04, 0.04], [0.02, 0.03, 0.01], [-0.01, 0.02, 0.03]]
}



{
  "formula": "C21H47BrClFNNbO8P",
  "method": "the ωB97M-V functional and the def2-TZVPD basis",
  "largest_force_ev_per_a": 9.47,
  "total_charge": -1,
  "energy_ha": -5017.09163,
  "e_homo_ev": -4.43,
  "homo_lumo_gap_ev": 6.00,
  "species": ["C", "C", "O", "C", "Nb", "O", "C", "C", "C", "Br", "C", "C", "O", "Cl", "C", "O", "N", "C", "O", "F", "P", "C", "C", "H", "H", "H", "H", "H", "H", "H", "H", "H", "H", "H", "H", "H", "H", "H", "H", "H", "H", "H", "H", "H", "H", "H", "C", "C", "C", "O", "H", "H", "H", "H", "H", "H", "H", "H", "C", "C", "C", "O", "H", "H", "H", "H", "H", "H", "H", "H", "C", "C", "C", "O", "H", "H", "H", "H", "H", "H", "H", "H"],
  "xyz": [[-0.3915, -2.2145, 1.5020], [1.0825, -2.0657, 0.7889], [1.9770, -1.0762, 1.4784], [1.0753, -1.9393, -0.8359], [0.0009, -0.1859, -1.7721], [-1.8822, -0.6543, -0.8483], [1.9735, 0.3879, -2.8586], [1.8898, 0.2883, -4.4752], [2.3024, -1.1171, -5.1744], [3.6257, -2.2544, -4.2158], [0.5851, 1.3026, -0.1587], [-0.4158, 1.4162, 1.1274], [0.1253, 1.1619, 2.3519], [-2.1988, 1.9198, 1.1260], [-0.6591, -1.5553, -3.5271], [-1.5396, -1.0255, -4.4205], [-0.2014, -2.9838, -3.7139], [-0.8091, -3.6523, -4.9247], [-0.6337, -3.3090, -6.2038], [-1.6535, -4.8684, -4.6704], [-1.1452, 1.7295, -3.0025], [-2.8309, 2.2081, -2.2504], [-0.0084, 3.2367, -3.2787], [-1.1244, -2.7209, 0.7101], [-0.2725, -2.9541, 2.4258], [-0.8362, -1.2242, 1.9357], [1.6229, -3.1103, 1.0135], [2.8886, -1.5057, 1.5851], [2.2205, -1.8637, -1.1680], [0.7270, -3.0041, -1.2498], [-2.5065, -0.7147, -1.6451], [2.1024, 1.5466, -2.5956], [2.8728, -0.1472, -2.3398], [0.7687, 0.5267, -4.8093], [2.5429, 1.1512, -4.9433], [2.7972, -0.8444, -6.2271], [1.3299, -1.7434, -5.4690], [0.5739, 2.3792, -0.6765], [1.7324, 1.1351, 0.1259], [0.8389, -3.0830, -3.6692], [-3.5163, 2.6994, -3.0914], [-3.4180, 1.2897, -1.8235], [-2.7069, 3.0648, -1.4281], [-0.5944, 3.9975, -3.9638], [0.2865, 3.8130, -2.3004], [0.9473, 2.9120, -3.9132], [-3.5546, 0.9942, 4.7434], [-5.0667, 1.1371, 4.6739], [-5.4847, 2.5987, 4.6496], [-5.6541, 0.4967, 5.8035], [-3.1591, 1.4536, 5.6563], [-3.2690, -0.0627, 4.7726], [-3.0736, 1.4633, 3.8795], [-5.4434, 0.6317, 3.7780], [-5.1577, 3.1151, 5.5591], [-6.5759, 2.6863, 4.6120], [-5.0616, 3.1161, 3.7829], [-5.3253, 0.9390, 6.6037], [-2.8048, 6.0094, 7.0134], [-3.3707, 4.9151, 7.9045], [-2.7936, 4.9906, 9.3092], [-3.0700, 3.6423, 7.3383], [-1.7175, 5.9128, 6.9166], [-3.2196, 5.9352, 6.0025], [-3.0331, 7.0020, 7.4139], [-4.4615, 5.0044, 7.9495], [-1.7060, 4.8579, 9.2938], [-3.2005, 4.1896, 9.9358], [-3.0216, 5.9527, 9.7785], [-2.1033, 3.5542, 7.2945], [7.3199, -4.6026, -5.9874], [7.0804, -5.4878, -4.7746], [6.5566, -6.8558, -5.1819], [6.1376, -4.8594, -3.9101], [6.3889, -4.4353, -6.5405], [7.6850, -3.6174, -5.6784], [8.0531, -5.0513, -6.6649], [8.0138, -5.6034, -4.2131], [5.5984, -6.7685, -5.7064], [6.3770, -7.4778, -4.2983], [7.2668, -7.3721, -5.8353], [5.3055, -4.7528, -4.4004]],
  "forces_ev_per_a": [[0.27, -0.53, 0.13], [0.92, -2.23, 0.51], [0.39, -1.68, -0.68], [1.78, -0.97, 0.95], [-2.25, -0.42, 1.25], [1.21, 0.44, -3.45], [-0.02, 1.13, -0.19], [0.07, 0.73, -0.14], [-1.49, 1.16, -2.50], [-0.75, 0.51, -0.35], [0.07, 2.30, 0.96], [5.62, -1.56, 6.15], [-4.15, 1.69, -7.59], [1.93, -0.47, -0.38], [-3.32, 1.15, -5.05], [4.45, -3.85, 4.83], [-2.06, 0.00, -2.37], [1.16, 0.99, -6.30], [-1.33, -2.62, 9.00], [2.41, 3.67, -0.28], [0.58, 0.31, 0.75], [-1.27, 1.90, -0.17], [-0.21, 1.41, -1.04], [1.55, 1.29, 1.79], [-0.23, 1.55, -1.94], [0.91, -1.79, -1.16], [-1.28, 1.95, -0.50], [-2.20, 0.80, -0.43], [-2.23, -0.27, 0.80], [0.43, 2.28, 0.84], [0.95, -0.02, 1.68], [-0.23, -2.36, -0.53], [-1.50, 0.88, -1.32], [2.41, -0.67, 0.61], [-1.04, -1.79, 0.77], [-0.92, -0.77, 2.45], [2.33, 1.14, 1.00], [-0.21, -2.22, 1.05], [-2.81, 0.23, 0.29], [-1.20, -0.02, -0.04], [1.38, -1.09, 1.66], [1.45, 1.78, -0.71], [-0.28, -2.08, -1.59], [1.21, -1.28, 1.34], [-0.37, -1.18, -1.71], [-2.12, 0.59, 1.63], [0.21, -0.19, -0.19], [0.50, 0.43, 0.38], [-0.30, 0.20, -0.15], [-0.30, -0.19, 0.30], [-0.15, 0.12, -0.09], [-0.08, 0.14, -0.12], [0.02, -0.10, 0.14], [-0.06, -0.07, 0.25], [0.18, -0.10, -0.10], [0.11, -0.06, -0.09], [-0.02, -0.02, 0.10], [-0.04, -0.14, -0.43], [-0.18, 0.19, -0.27], [0.69, 0.09, 0.01], [-0.18, -0.07, 0.33], [-0.05, -0.19, -0.01], [-0.07, 0.00, 0.15], [0.00, 0.01, 0.18], [0.06, -0.07, -0.05], [0.12, -0.21, -0.10], [-0.07, 0.12, -0.10], [-0.01, 0.14, -0.10], [0.06, -0.09, -0.02], [-0.41, 0.04, -0.03], [0.26, 0.24, -0.08], [-0.58, 0.07, -0.41], [0.07, -0.34, 0.14], [0.00, 0.00, 0.15], [0.05, -0.14, 0.05], [-0.01, -0.17, -0.01], [-0.08, 0.05, 0.02], [-0.21, 0.11, 0.10], [0.14, 0.09, -0.05], [0.10, 0.10, -0.11], [-0.10, 0.02, 0.03], [0.32, 0.01, 0.17]]
}